{
  "formula": "C22H60N3O10",
  "method": "the ωB97M-V functional and the def2-TZVPD basis",
  "elements": ["C", "O", "H", "H", "H", "C", "O", "H", "H", "H", "H", "C", "O", "H", "H", "H", "H", "C", "O", "H", "H", "H", "H", "C", "O", "C", "C", "N", "C", "C", "O", "C", "H", "H", "H", "H", "H", "H", "H", "H", "H", "H", "H", "H", "H", "H", "H", "C", "O", "C", "C", "N", "C", "C", "O", "C", "H", "H", "H", "H", "H", "H", "H", "H", "H", "H", "H", "H", "H", "H", "H", "C", "O", "C", "C", "N", "C", "C", "O", "C", "H", "H", "H", "H", "H", "H", "H", "H", "H", "H", "H", "H", "H", "H", "H"],
  "positions_angstrom": [[-0.58112, -1.08031, 1.71811], [0.11434, 0.12917, 1.93628], [-1.22040, -1.00564, 0.82068], [-1.33837, -0.90909, 2.62002], [0.08512, -2.08178, 1.95560], [-1.53610, 2.35434, 3.74728], [-1.77285, 1.86918, 2.41679], [-2.06633, 3.26726, 3.96303], [-0.51077, 2.42815, 4.06738], [-1.97928, 1.72037, 4.61551], [-1.30795, 1.25557, 2.29166], [1.79808, -1.87184, 4.27484], [1.13644, -0.66390, 4.35111], [2.79327, -1.82380, 4.75814], [2.09701, -2.19384, 3.17969], [1.24839, -2.66146, 4.70809], [0.53295, -0.33610, 3.69405], [1.24670, 2.33374, -0.02505], [1.53076, 0.99498, -0.16195], [0.80216, 2.59845, -0.88690], [2.08247, 2.83452, 0.28406], [0.55895, 2.61543, 0.80479], [1.20595, 0.58664, 0.68797], [-3.56403, 7.19935, -7.73054], [-3.73098, 5.89895, -7.30226], [-3.68473, 5.83568, -5.93103], [-3.55409, 4.41866, -5.61915], [-3.60185, 4.30128, -4.11873], [-3.31026, 2.90966, -3.79554], [-3.00665, 2.83839, -2.34195], [-2.71586, 1.51991, -1.97586], [-2.55117, 1.26557, -0.59011], [-3.57341, 7.00429, -8.83501], [-2.73514, 7.89644, -7.44550], [-4.29098, 7.99410, -7.29150], [-4.58151, 6.27500, -5.42243], [-3.14475, 6.49532, -5.63341], [-2.78063, 4.31184, -6.21099], [-4.26687, 3.74977, -6.00373], [-4.49038, 4.64027, -3.88964], [-2.63110, 2.38755, -4.30992], [-4.12399, 2.24978, -4.00735], [-3.79099, 2.98568, -1.67279], [-2.23696, 3.48886, -1.92511], [-1.74753, 1.94343, -0.20876], [-2.23028, 0.09801, -0.50336], [-3.30385, 1.29825, -0.15101], [1.80982, -2.62822, -0.38538], [2.89972, -3.16513, -1.01916], [3.94732, -2.27198, -1.36797], [4.92237, -3.10035, -2.28103], [6.14808, -2.38681, -2.43599], [7.03642, -3.18196, -3.29228], [8.40737, -2.68689, -3.54047], [9.10182, -3.45190, -4.39565], [10.52061, -3.20598, -4.41675], [1.06876, -3.56160, -0.18163], [1.36540, -1.76625, -0.91614], [2.02599, -2.38128, 0.53624], [4.44365, -2.08498, -0.49723], [3.32649, -1.45220, -2.02460], [4.50934, -3.38363, -3.27065], [5.03226, -4.09362, -1.62589], [6.56382, -2.19538, -1.58439], [6.66070, -3.29306, -4.23998], [7.15448, -4.30972, -2.76604], [9.22721, -2.89938, -2.77268], [8.39333, -1.59182, -3.69600], [11.12478, -3.05818, -3.44356], [10.70802, -2.27132, -4.85267], [10.93802, -3.89331, -5.12087], [-4.80153, -2.24949, 0.42550], [-5.30394, -1.68923, 1.69942], [-4.40290, -1.39494, 2.76058], [-3.92451, -2.61999, 3.42721], [-2.77603, -2.29948, 4.26805], [-3.09144, -1.69553, 5.55677], [-1.83095, -1.41647, 6.31286], [-2.06240, -0.95169, 7.63292], [-0.85141, -1.00596, 8.45487], [-4.40257, -3.17542, 0.53516], [-4.04707, -1.62995, -0.10748], [-5.64775, -2.45149, -0.47116], [-4.90540, -0.80240, 3.52797], [-3.52619, -1.00181, 2.35383], [-3.42877, -3.25992, 2.52096], [-4.59736, -3.23253, 3.88994], [-2.22398, -1.63777, 3.75403], [-3.62182, -2.19535, 6.36592], [-3.52819, -0.74655, 5.52588], [-1.18836, -0.61109, 5.88746], [-1.15047, -2.18630, 6.44183], [-0.81847, -0.77723, 9.47255], [-0.20203, -0.17761, 8.00405], [-0.27366, -1.84290, 8.44617]],
  "forces_ev_per_angstrom": [[0.138, 1.391, 3.541], [0.683, -1.036, -0.676], [0.561, -0.971, -0.149], [0.647, -1.622, -1.645], [-1.835, 1.998, -1.048], [-1.415, -1.697, 1.251], [-11.510, 15.620, 4.812], [0.034, 0.689, -0.718], [0.714, 0.214, -0.582], [0.382, 0.100, -1.563], [11.766, -14.706, -3.227], [1.560, 0.128, -3.044], [1.021, 0.498, 2.686], [-0.523, 0.299, 0.157], [-0.811, 0.585, 1.680], [-0.758, -1.150, 0.538], [-0.201, -0.195, -2.194], [-1.240, -1.084, 2.872], [0.154, -1.610, 0.749], [-1.189, 1.888, -3.138], [2.616, 1.897, -0.037], [-0.240, -0.786, -0.331], [-0.369, -0.436, -0.110], [-0.920, 2.389, -1.634], [0.121, 0.850, -0.451], [-9.446, -5.302, -2.268], [-2.609, 1.550, 4.755], [3.758, -1.034, -3.212], [-3.248, 1.932, 3.210], [1.016, -1.223, 1.868], [0.740, -1.952, -1.069], [13.447, -2.750, -7.146], [-0.224, 1.454, 0.794], [1.024, -1.836, -0.029], [-0.457, -1.775, -1.140], [-0.826, -0.384, -0.724], [8.374, 6.598, 4.058], [5.367, -2.295, -1.468], [-1.669, -0.308, -1.030], [-1.540, -0.111, 0.788], [3.666, -0.684, -2.324], [-1.460, -0.403, 0.167], [-2.434, 1.587, 0.475], [0.554, 0.418, -0.790], [-0.618, -0.809, 0.171], [-0.282, 2.915, -0.287], [-12.342, 1.219, 7.230], [-3.395, -2.895, -3.001], [1.229, -1.485, -1.055], [-3.598, -0.822, -5.140], [-1.352, -1.099, 2.385], [0.264, -0.565, -3.382], [0.919, -2.866, 4.143], [2.505, 1.747, 4.221], [1.921, -1.984, -3.965], [-0.491, 0.242, 0.656], [1.216, 2.284, -1.018], [-0.134, -0.468, 0.107], [1.264, 1.932, 4.939], [1.459, 1.869, 2.237], [2.349, -0.974, 1.961], [0.055, 0.308, 0.694], [0.030, 1.474, -1.523], [0.987, 0.383, 1.996], [-1.616, -0.497, -2.215], [-0.349, 2.426, -1.605], [-2.243, 1.515, 1.747], [0.085, -0.178, -0.607], [-1.456, -1.163, -0.760], [-0.027, 1.769, -0.906], [0.356, -0.866, 0.119], [-2.365, 2.688, -1.630], [-1.034, -0.344, -2.104], [-1.552, -1.204, -0.369], [4.463, -1.016, -3.283], [-1.002, -0.881, 1.485], [1.384, -0.221, 1.242], [2.084, 2.697, 0.241], [-0.314, -0.574, 2.793], [-0.162, 4.137, -3.638], [1.305, -2.836, 0.759], [-0.380, 0.090, 0.748], [1.540, 1.015, 2.990], [-0.114, 0.611, -0.655], [1.277, 1.641, -0.502], [-1.255, 0.993, 2.045], [-1.976, -1.383, 1.372], [0.548, 0.123, -0.061], [-0.795, -1.204, -0.868], [-1.287, 1.698, -0.548], [-0.470, -0.373, -0.628], [0.945, -2.375, -0.491], [-1.789, 0.734, 1.773], [-0.346, -1.049, 0.515], [1.145, -3.113, -0.985]],
  "e_homo_ev": -4.56,
  "spin_multiplicity": 1,
  "total_charge": -1
}